(1)
C32H70Cl48O3Si2 as an isolated structure. Source: the Open Molecules 2025 dataset; level of theory: ωB97M-V/def2-TZVPD.

Values from the calculation:
Calculated total energy, a.u.: -24155.15455
Highest occupied orbital energy, eV: -9.0
HOMO-LUMO gap, eV: 9.2
Molar mass, g/mol: 2260.8
F_max, eV/Å: 2.2

Geometry (Å):
C: 3.817 -2.055 0.032
C: 2.578 -1.448 -0.660
O: 2.656 -1.490 -2.099
Si: 1.295 -2.176 -2.857
O: 0.248 -1.051 -3.589
Si: 0.235 0.507 -2.871
C: -0.567 0.527 -1.125
C: -2.021 1.125 -1.233
C: -2.930 0.525 -0.112
C: -3.477 -0.852 -0.649
C: -4.898 -1.097 -0.032
O: -5.115 -2.477 0.273
C: -6.503 -2.764 0.106
H: 3.768 -3.162 0.100
H: 3.788 -1.705 1.084
H: 4.771 -1.691 -0.384
H: 2.544 -0.369 -0.376
H: 1.622 -1.907 -0.345
H: 0.613 -3.102 -1.931
H: 1.816 -3.020 -3.953
H: -0.484 1.485 -3.717
H: 1.633 0.963 -2.699
H: 0.033 1.174 -0.458
H: -0.554 -0.481 -0.652
H: -2.393 0.889 -2.250
H: -2.005 2.226 -1.117
H: -3.808 1.161 0.143
H: -2.394 0.333 0.844
H: -2.798 -1.685 -0.390
H: -3.607 -0.745 -1.741
H: -4.980 -0.469 0.880
H: -5.637 -0.784 -0.801
H: -6.656 -3.088 -0.946
H: -7.099 -1.865 0.319
H: -6.834 -3.588 0.766
C: -1.738 -4.580 -4.858
Cl: -2.825 -3.653 -3.815
Cl: -0.544 -5.468 -3.905
H: -2.324 -5.285 -5.440
H: -1.215 -3.896 -5.520
C: 4.428 4.099 1.157
Cl: 2.775 4.698 1.343
Cl: 5.323 4.266 2.667
H: 4.399 3.053 0.870
H: 4.927 4.679 0.390
C: -10.532 -2.223 0.143
Cl: -9.745 -3.474 -0.829
Cl: -9.481 -1.679 1.454
H: -10.767 -1.379 -0.498
H: -11.444 -2.629 0.570
C: 7.342 1.534 -0.560
Cl: 6.352 2.554 -1.609
Cl: 7.047 1.865 1.155
H: 7.099 0.495 -0.758
H: 8.389 1.718 -0.779
C: -7.493 -1.901 5.140
Cl: -7.152 -1.248 3.533
Cl: -9.112 -2.607 5.223
H: -6.762 -2.671 5.368
H: -7.424 -1.098 5.867
C: 7.043 -0.108 -4.916
Cl: 6.243 -0.475 -3.384
Cl: 8.191 1.228 -4.740
H: 7.579 -0.994 -5.252
H: 6.289 0.169 -5.648
C: -8.948 -6.948 -2.291
Cl: -7.652 -6.964 -1.089
Cl: -9.693 -8.541 -2.463
H: -9.707 -6.237 -1.978
H: -8.533 -6.650 -3.248
C: -8.653 1.649 -0.131
Cl: -7.882 0.387 -1.099
Cl: -7.602 2.178 1.189
H: -8.871 2.498 -0.770
H: -9.573 1.254 0.291
C: -4.168 -0.706 -5.872
Cl: -5.424 0.075 -6.843
Cl: -4.256 -0.214 -4.177
H: -4.296 -1.783 -5.931
H: -3.191 -0.427 -6.260
C: -4.651 4.642 1.270
Cl: -4.255 3.645 -0.134
Cl: -4.394 3.759 2.779
H: -4.017 5.523 1.266
H: -5.694 4.935 1.209
C: 9.676 4.418 -6.376
Cl: 10.946 4.888 -5.242
Cl: 8.934 5.832 -7.136
H: 10.110 3.792 -7.149
H: 8.912 3.869 -5.839
C: 5.197 -0.333 5.451
Cl: 5.935 0.544 4.106
Cl: 3.565 -0.906 5.065
H: 5.804 -1.203 5.679
H: 5.158 0.328 6.311
C: -1.982 -1.891 2.805
Cl: -1.144 -0.354 2.538
Cl: -3.600 -1.635 3.467
H: -2.070 -2.412 1.856
H: -1.406 -2.487 3.505
C: -0.079 -0.322 -7.702
Cl: -0.665 0.358 -9.223
Cl: -1.240 -1.468 -7.017
H: 0.857 -0.839 -7.885
H: 0.075 0.485 -6.992
C: -4.897 -7.045 1.868
Cl: -5.441 -5.751 2.942
Cl: -4.348 -8.454 2.785
H: -5.723 -7.344 1.228
H: -4.075 -6.677 1.262
C: 4.167 7.886 -0.502
Cl: 3.818 6.346 -1.295
Cl: 5.840 7.952 0.069
H: 4.002 8.693 -1.209
H: 3.503 7.996 0.350
C: 0.518 -2.137 6.791
Cl: 0.263 -1.442 5.189
Cl: -0.738 -3.326 7.165
H: 1.486 -2.627 6.819
H: 0.482 -1.343 7.531
C: 5.783 8.413 3.579
Cl: 6.924 9.754 3.746
Cl: 4.225 8.793 4.324
H: 5.627 8.218 2.523
H: 6.199 7.535 4.063
C: 7.927 -3.499 -7.585
Cl: 6.948 -2.480 -8.646
Cl: 7.612 -3.145 -5.881
H: 7.686 -4.539 -7.776
H: 8.976 -3.316 -7.792
C: 7.308 6.452 -3.465
Cl: 7.043 4.815 -4.077
Cl: 8.951 6.666 -2.855
H: 7.139 7.161 -4.266
H: 6.610 6.632 -2.656
C: 1.326 -6.387 8.387
Cl: 0.425 -6.743 9.865
Cl: 2.274 -4.904 8.551
H: 1.999 -7.212 8.178
H: 0.623 -6.264 7.569
C: -1.835 -2.773 10.692
Cl: -0.941 -1.248 10.687
Cl: -3.521 -2.533 11.166
H: -1.808 -3.196 9.693
H: -1.365 -3.452 11.395
C: -4.389 -2.997 7.324
Cl: -5.456 -1.694 6.783
Cl: -4.863 -4.551 6.628
H: -3.375 -2.770 7.013
H: -4.441 -3.065 8.407
C: 7.479 10.846 -4.582
Cl: 8.453 10.263 -3.225
Cl: 6.480 9.570 -5.289
H: 6.828 11.639 -4.228
H: 8.145 11.230 -5.349



(2)
One molecule with the formula C2H5NO2. Source: the Open Molecules 2025 dataset; level of theory: ωB97M-V/def2-TZVPD.

Values from the calculation:
Calculated total energy, a.u.: -284.41932
Highest occupied orbital energy, eV: -10.0
Energy above the lowest of the compared OMol25 structures with the same formula, charge and spin, kcal/mol: 30.2
HOMO-LUMO gap, eV: 10.5
Molar mass, g/mol: 75.1
F_max, eV/Å: 4.8
Structure (SMILES): NCC(=O)O

Geometry (Å):
N: 0.123 -1.211 0.290
C: 0.544 0.324 0.307
C: -0.512 1.138 -0.520
O: -0.253 2.322 -0.528
O: -1.393 0.391 -1.154
H: -0.380 -1.564 1.202
H: 1.064 -1.664 0.198
H: 0.422 0.449 1.372
H: 1.458 0.363 -0.258
H: -1.073 -0.548 -0.908



(3)
One molecule with the formula C26H34N2O4. Source: the Open Molecules 2025 dataset; level of theory: ωB97M-V/def2-TZVPD.

Values from the calculation:
Calculated total energy, a.u.: -1421.57349
Highest occupied orbital energy, eV: -8.0
Energy above the lowest of the compared OMol25 structures with the same formula, charge and spin, kcal/mol: 60.1
HOMO-LUMO gap, eV: 8.5
Molar mass, g/mol: 438.6
F_max, eV/Å: 0.7
Structure (SMILES): CCOc1cc(C(=O)N2CCN(C/C=C/c3ccccc3)CC2)cc(OCC)c1OCC

Geometry (Å):
C: 1.611 -1.073 1.424
C: 1.719 -1.833 0.106
O: 2.279 -1.052 -0.929
C: 1.542 -0.062 -1.524
C: 0.173 0.102 -1.346
C: -0.505 1.128 -1.987
C: -1.994 1.227 -1.845
O: -2.747 0.822 -2.712
N: -2.448 1.806 -0.708
C: -1.634 2.231 0.403
C: -1.812 1.260 1.573
N: -3.216 1.166 1.926
C: -3.432 0.372 3.134
C: -2.937 -1.039 3.007
C: -1.763 -1.446 3.485
C: -1.154 -2.756 3.288
C: -1.530 -3.611 2.252
C: -0.903 -4.829 2.078
C: 0.113 -5.222 2.935
C: 0.501 -4.383 3.966
C: -0.121 -3.161 4.137
C: -4.009 0.724 0.791
C: -3.848 1.722 -0.357
C: 0.170 2.003 -2.823
C: 1.535 1.852 -3.023
O: 2.301 2.626 -3.836
C: 1.736 3.756 -4.466
C: 1.559 4.936 -3.513
C: 2.235 0.815 -2.372
O: 3.581 0.791 -2.595
C: 4.246 -0.445 -2.817
C: 5.229 -0.753 -1.694
H: 2.593 -0.717 1.726
H: 0.953 -0.213 1.322
H: 1.218 -1.732 2.193
H: 0.746 -2.244 -0.187
H: 2.417 -2.667 0.217
H: -0.383 -0.574 -0.716
H: -1.970 3.227 0.712
H: -0.587 2.280 0.103
H: -1.396 0.278 1.287
H: -1.260 1.627 2.441
H: -2.911 0.882 3.950
H: -4.505 0.386 3.344
H: -3.559 -1.706 2.428
H: -1.183 -0.761 4.093
H: -2.310 -3.313 1.567
H: -1.204 -5.476 1.267
H: 0.602 -6.174 2.796
H: 1.294 -4.681 4.637
H: 0.187 -2.508 4.942
H: -5.056 0.676 1.096
H: -3.700 -0.270 0.425
H: -4.399 1.390 -1.238
H: -4.200 2.709 -0.045
H: -0.392 2.775 -3.322
H: 0.786 3.500 -4.951
H: 2.459 4.017 -5.244
H: 0.855 4.694 -2.721
H: 2.515 5.185 -3.059
H: 1.191 5.799 -4.062
H: 4.792 -0.323 -3.761
H: 3.527 -1.259 -2.933
H: 4.692 -0.897 -0.761
H: 5.785 -1.656 -1.929
H: 5.924 0.074 -1.578



(4)
C45H40AuO3PSSb2 as an isolated structure. Source: the Open Molecules 2025 dataset; level of theory: ωB97M-V/def2-TZVPD.

Values from the calculation:
Calculated total energy, a.u.: -3320.17195
Highest occupied orbital energy, eV: -8.3
Energy above the lowest of the compared OMol25 structures with the same formula, charge and spin, kcal/mol: 35.1
HOMO-LUMO gap, eV: 8.0
Molar mass, g/mol: 1132.3
F_max, eV/Å: 0.7

Geometry (Å):
Au: -0.249 -1.205 -0.844
O: -0.601 -1.831 -5.134
S: -0.059 -1.784 -3.805
O: 0.361 -0.438 -3.394
O: -0.889 -2.448 -2.775
C: 1.460 -2.697 -3.756
C: 1.656 -3.706 -4.685
C: 2.822 -4.451 -4.654
C: 3.782 -4.173 -3.693
C: 3.578 -3.172 -2.754
C: 2.406 -2.413 -2.756
P: 2.125 -1.103 -1.466
C: 3.310 -1.715 -0.185
C: 2.810 -2.672 0.696
C: 3.617 -3.258 1.660
C: 4.946 -2.880 1.765
C: 5.462 -1.932 0.892
C: 4.654 -1.357 -0.080
C: 3.028 0.325 -2.173
C: 3.567 1.290 -1.320
C: 4.249 2.384 -1.831
C: 4.391 2.531 -3.204
C: 3.845 1.585 -4.058
C: 3.164 0.489 -3.549
H: 0.886 -3.889 -5.424
H: 2.986 -5.247 -5.369
H: 4.700 -4.747 -3.664
H: 4.344 -2.991 -2.016
H: 1.776 -2.980 0.603
H: 3.209 -4.006 2.328
H: 5.583 -3.328 2.518
H: 6.504 -1.642 0.961
H: 5.082 -0.641 -0.769
H: 3.465 1.186 -0.247
H: 4.670 3.119 -1.157
H: 4.933 3.378 -3.605
H: 3.947 1.700 -5.130
H: 2.729 -0.237 -4.221
C: 0.300 2.231 -0.124
C: -0.149 1.336 1.033
C: 0.965 0.837 1.956
Sb: 0.414 -0.681 3.443
C: -0.707 0.635 4.732
C: -0.504 0.510 6.106
C: -1.246 1.263 7.010
C: -2.190 2.168 6.544
C: -2.392 2.312 5.177
C: -1.663 1.544 4.280
C: -1.365 -1.659 2.658
C: -2.556 -1.585 3.381
C: -3.645 -2.383 3.046
C: -3.577 -3.258 1.970
C: -2.403 -3.345 1.239
C: -1.304 -2.578 1.608
Sb: -0.965 2.409 -1.912
C: -2.362 0.781 -1.606
C: -2.808 0.134 -2.763
C: -3.790 -0.844 -2.699
C: -4.339 -1.201 -1.475
C: -3.923 -0.560 -0.316
C: -2.951 0.431 -0.385
C: -2.328 3.871 -1.065
C: -2.672 3.950 0.284
C: -3.548 4.926 0.743
C: -4.094 5.844 -0.145
C: -3.761 5.782 -1.491
C: -2.880 4.805 -1.943
H: 1.239 1.859 -0.530
H: 0.475 3.255 0.213
H: -0.661 0.431 0.629
H: -0.866 1.894 1.638
H: 1.393 1.654 2.544
H: 1.770 0.385 1.378
H: 0.241 -0.186 6.477
H: -1.092 1.138 8.074
H: -2.767 2.759 7.245
H: -3.127 3.019 4.813
H: -1.860 1.648 3.219
H: -2.642 -0.907 4.221
H: -4.549 -2.327 3.643
H: -4.425 -3.882 1.718
H: -2.327 -4.022 0.396
H: -0.359 -2.764 1.095
H: -2.374 0.396 -3.723
H: -4.125 -1.333 -3.606
H: -5.094 -1.977 -1.423
H: -4.350 -0.823 0.643
H: -2.698 0.963 0.524
H: -2.242 3.252 0.995
H: -3.803 4.972 1.795
H: -4.769 6.611 0.214
H: -4.184 6.495 -2.187
H: -2.611 4.776 -2.994



(5)
A 5-piece molecular cluster, C19H49IO18P4 overall. Source: the Open Molecules 2025 dataset; level of theory: ωB97M-V/def2-TZVPD.

Values from the calculation:
Calculated total energy, a.u.: -3770.35345
Highest occupied orbital energy, eV: -9.3
HOMO-LUMO gap, eV: 6.7
Molar mass, g/mol: 816.4
F_max, eV/Å: 8.9
Structure (SMILES): CCCCC(=O)O[C@@H](C)I.COP(=O)(OC)OC.COP(=O)(OC)OC.COP(=O)(OC)OC.COP(=O)(OC)OC

Geometry (Å):
C: -2.334 0.100 0.058
C: -1.739 -1.414 -0.057
C: -0.153 -1.457 -0.293
C: 0.625 -2.470 0.711
C: 2.142 -1.914 0.784
O: 2.383 -1.097 1.688
O: 3.111 -2.389 -0.144
C: 3.877 -1.326 -0.741
C: 5.003 -1.905 -1.751
I: 2.657 0.040 -1.972
H: -1.490 0.860 0.213
H: -2.927 0.370 -0.876
H: -3.064 0.066 0.932
H: -2.217 -1.895 -0.984
H: -1.986 -1.975 0.903
H: 0.089 -1.755 -1.375
H: 0.296 -0.409 -0.154
H: 0.145 -2.463 1.752
H: 0.621 -3.536 0.319
H: 4.403 -0.660 0.014
H: 5.355 -0.987 -2.341
H: 4.449 -2.592 -2.469
H: 5.861 -2.407 -1.203
C: -1.914 4.643 0.954
O: -1.680 5.094 -0.366
P: -0.072 5.129 -0.959
O: -0.028 3.601 -0.946
O: 0.503 5.704 0.473
C: 0.204 7.043 0.844
O: 1.503 5.269 -1.614
C: 2.096 4.117 -2.167
H: -2.814 4.025 0.949
H: -1.083 4.056 1.351
H: -2.098 5.504 1.601
H: -0.178 7.038 1.868
H: -0.552 7.487 0.192
H: 1.113 7.643 0.815
H: 1.446 3.652 -2.908
H: 2.341 3.408 -1.370
H: 3.028 4.406 -2.660
C: 4.645 3.287 -7.876
O: 3.251 3.338 -7.633
P: 2.409 1.940 -7.093
O: 3.124 1.985 -5.743
O: 3.249 0.969 -8.124
C: 3.005 1.077 -9.520
O: 1.425 0.597 -6.679
C: 1.313 0.191 -5.332
H: 5.087 4.215 -7.510
H: 5.127 2.442 -7.380
H: 4.819 3.230 -8.953
H: 3.967 1.170 -10.030
H: 2.397 1.952 -9.761
H: 2.508 0.175 -9.877
H: 1.028 1.023 -4.689
H: 2.251 -0.258 -4.993
H: 0.535 -0.575 -5.270
C: 0.768 -5.704 2.824
O: -0.485 -6.005 2.238
P: -1.249 -7.514 2.541
O: -1.490 -7.141 4.003
O: 0.180 -8.324 2.414
C: 0.796 -8.429 1.138
O: -2.059 -9.023 2.653
C: -2.881 -9.306 3.764
H: 0.758 -4.658 3.138
H: 0.993 -6.332 3.689
H: 1.550 -5.823 2.071
H: 1.844 -8.134 1.238
H: 0.320 -7.779 0.400
H: 0.758 -9.464 0.796
H: -3.621 -8.523 3.922
H: -2.270 -9.448 4.660
H: -3.409 -10.244 3.565
C: -6.101 2.487 6.595
O: -5.770 2.865 5.272
P: -4.147 2.766 4.717
O: -4.180 1.240 4.778
O: -3.566 3.350 6.143
C: -3.801 4.713 6.471
O: -2.557 2.841 4.074
C: -1.946 1.683 3.543
H: -7.050 1.948 6.567
H: -5.342 1.847 7.051
H: -6.238 3.385 7.201
H: -4.199 4.757 7.488
H: -4.522 5.177 5.794
H: -2.861 5.265 6.442
H: -2.579 1.206 2.797
H: -1.697 0.981 4.346
H: -1.010 1.979 3.061